Record 1
One molecule with the formula C4H9N3, computed with ωB97M-V/def2-TZVPD.

Values from the calculation:
gap between HOMO and LUMO (alpha / beta): 8.79 / 8.79 eV
electronic energy: -321.9308 a.u.
spin multiplicity: 1
net charge: 0
highest occupied orbital energy (alpha / beta): -0.2883 / -0.2882 hartree

Last column: Löwdin charge in e.
CARTESIAN COORDINATES (ANGSTROEM)
C -0.769 1.028 -0.189  -0.1483
C 0.338 0.091 0.094  -0.3294
C 0.702 -0.270 1.530  -0.0793
C 1.369 -0.246 -1.000  -0.0589
N -0.941 -1.604 -0.428  0.1086
N -1.951 -1.031 -0.679  -0.1570
N -2.052 0.282 -0.596  -0.0112
H -0.940 1.572 0.760  0.1096
H -0.345 1.724 -0.891  0.1034
H 0.671 -1.313 1.560  0.0411
H -0.041 0.022 2.371  0.1132
H 1.611 0.069 1.929  0.0522
H 1.900 -1.026 -0.505  0.0622
H 2.107 0.578 -0.978  0.0960
H 1.008 -0.639 -1.846  0.0272
H -2.669 0.764 -1.132  0.0707


Record 2
One molecule with the formula C4H9N3, computed with ωB97M-V/def2-TZVPD.

Values from the calculation:
structure (SMILES): [H]/N=C\N/C=C(\C)N
gap between HOMO and LUMO: 8.18 eV
electronic energy: -322.0563 a.u.
spin multiplicity: 1
net charge: 0
highest occupied orbital energy: -0.2714 hartree

Last column: Löwdin charge in e.
CARTESIAN COORDINATES (ANGSTROEM)
C -0.901 0.360 -1.762  -0.0452
N -0.296 -1.055 0.744  0.0061
C 0.067 0.834 -0.713  -0.3917
N 0.628 2.095 -0.941  0.0638
C 0.322 0.149 0.408  -0.1047
C -0.053 -1.795 1.864  -0.3446
N 0.749 -1.601 2.819  0.0678
H -0.988 -1.391 0.094  0.1174
H 0.859 2.278 -1.907  0.0800
H 1.392 2.320 -0.320  0.0836
H 1.307 -0.753 2.751  0.0181
H 1.023 0.524 1.139  0.1038
H -0.660 -2.695 1.915  0.1087
H -0.587 -0.598 -2.178  0.0829
H -1.901 0.243 -1.344  0.0815
H -0.960 1.085 -2.569  0.0725